No. 1
A 14-piece molecular cluster, C65H75F7N2O5 overall at a distorted geometry. Source: OMol25; level of theory: ωB97M-V/def2-TZVPD.

```
154
C65H75F7N2O5 (ωB97M-V/def2-TZVPD)
N 20.811 19.856 14.068
C 19.430 19.703 14.248
C 19.244 18.495 14.928
C 20.529 17.862 15.089
C 21.489 18.720 14.511
H 21.334 20.604 13.505
H 18.724 20.361 13.801
H 18.298 18.044 15.024
H 20.890 16.929 15.529
H 22.584 18.739 14.545
N 10.685 13.291 18.552
C 9.486 13.539 17.946
C 8.887 14.526 18.738
C 9.809 14.964 19.733
C 10.923 14.103 19.608
H 11.312 12.532 18.364
H 9.208 13.062 17.065
H 7.906 14.857 18.481
H 9.824 15.792 20.407
H 11.894 14.096 20.066
F 15.154 7.721 17.256
C 16.144 8.638 17.340
C 17.330 8.313 17.941
C 18.338 9.286 18.064
C 18.079 10.603 17.687
C 16.838 10.921 17.105
C 15.909 9.906 16.873
H 17.463 7.336 18.385
H 19.260 8.911 18.450
H 18.902 11.311 17.788
H 16.641 11.932 16.822
H 14.979 10.070 16.395
F 12.326 9.217 14.489
C 11.075 9.710 14.560
C 10.058 8.896 15.093
C 8.792 9.412 15.246
C 8.450 10.652 14.692
C 9.439 11.388 14.054
C 10.805 10.963 14.109
H 10.254 7.900 15.411
H 8.109 8.766 15.854
H 7.373 10.929 14.768
H 9.090 12.370 13.699
H 11.602 11.510 13.580
F 13.658 12.397 23.971
C 14.427 12.156 22.828
C 14.388 12.976 21.726
C 15.210 12.581 20.666
C 16.013 11.368 20.717
C 16.018 10.668 21.932
C 15.186 11.053 22.966
H 13.914 13.903 21.795
H 15.367 13.168 19.805
H 16.722 11.159 19.993
H 16.711 9.881 22.144
H 15.103 10.446 23.863
F 18.539 9.346 13.033
C 17.511 9.138 12.266
C 17.759 8.534 11.001
C 16.720 8.276 10.156
C 15.384 8.581 10.507
C 15.130 9.151 11.728
C 16.178 9.389 12.642
H 18.786 8.305 10.799
H 17.027 7.849 9.241
H 14.569 8.325 9.847
H 14.169 9.529 11.997
H 15.932 9.976 13.561
F 12.802 14.427 9.470
C 14.051 13.923 9.600
C 14.313 13.307 10.766
C 15.577 12.777 10.896
C 16.518 12.784 9.928
C 16.161 13.436 8.718
C 14.929 14.076 8.558
H 13.499 13.263 11.554
H 15.842 12.197 11.786
H 17.496 12.397 10.215
H 16.881 13.513 7.910
H 14.580 14.533 7.646
F 13.993 11.905 13.640
C 14.148 12.706 14.753
C 14.670 13.996 14.584
C 14.902 14.784 15.687
C 14.495 14.356 16.969
C 13.947 13.055 17.117
C 13.785 12.243 16.013
H 14.937 14.345 13.557
H 15.234 15.827 15.589
H 14.698 14.980 17.848
H 13.759 12.645 18.080
H 13.374 11.241 16.067
F 8.946 18.228 15.629
C 9.699 17.158 15.192
C 9.301 16.549 13.990
C 9.998 15.415 13.648
C 10.994 14.908 14.452
C 11.359 15.581 15.646
C 10.655 16.702 16.014
H 8.499 16.898 13.294
H 9.752 14.943 12.704
H 11.552 14.012 14.296
H 12.105 15.223 16.340
H 10.793 17.238 16.941
C 14.101 19.221 14.765
C 14.303 18.033 13.798
O 15.374 17.467 13.818
C 13.140 17.601 12.980
H 13.463 19.979 14.463
H 15.145 19.568 14.961
H 13.736 18.794 15.696
H 13.297 16.653 12.475
H 12.929 18.419 12.259
H 12.160 17.539 13.579
C 18.680 15.280 17.735
C 18.833 14.411 18.937
O 17.985 14.289 19.776
C 20.213 13.824 19.155
H 19.258 14.876 16.909
H 19.243 16.212 17.916
H 17.654 15.413 17.511
H 20.270 13.274 20.142
H 20.988 14.542 18.931
H 20.300 12.959 18.425
C 16.735 17.130 10.821
C 17.715 16.048 11.096
O 18.420 15.670 10.207
C 17.854 15.517 12.458
H 15.909 17.158 11.501
H 16.398 16.939 9.809
H 17.179 18.148 10.890
H 17.596 16.297 13.172
H 18.856 15.196 12.544
H 17.148 14.676 12.572
C 12.135 8.291 18.275
C 12.107 9.784 18.456
O 11.948 10.513 17.557
C 12.241 10.214 19.917
H 13.036 7.839 18.642
H 12.086 7.942 17.237
H 11.370 7.819 18.884
H 12.359 9.302 20.555
H 11.249 10.677 20.154
H 13.038 10.948 20.139
C 20.563 10.564 15.530
C 20.062 11.911 15.128
O 19.759 12.751 15.976
C 19.687 12.177 13.726
H 20.627 10.514 16.663
H 21.567 10.409 15.193
H 19.928 9.730 15.161
H 20.206 11.501 13.023
H 19.965 13.180 13.473
H 18.617 12.054 13.529
```

E_tot = -3706.47734 Eh
E_LUMO = 0.022 Ha
E_HOMO = -7.94 eV

---

No. 2
C22H31N3O4 in the gas phase at a distorted geometry. Source: OMol25; level of theory: ωB97M-V/def2-TZVPD.

```
60
C22H31N3O4 (ωB97M-V/def2-TZVPD)
C 4.934 2.603 -0.903
H 5.477 3.528 -1.092
O 5.915 1.640 -0.603
C 5.514 0.374 -0.314
C 6.532 -0.538 -0.019
C 6.216 -1.842 0.286
C 4.898 -2.278 0.307
C 3.889 -1.375 0.013
C 4.196 -0.050 -0.297
H 3.373 0.609 -0.518
O 2.553 -1.668 -0.006
C 2.143 -2.983 0.319
C 0.654 -2.988 0.235
C -0.196 -2.871 -0.828
C -1.479 -2.820 -0.225
N -1.373 -2.918 1.074
O -0.058 -3.020 1.369
C -2.802 -2.712 -0.915
O -3.344 -3.696 -1.380
N -3.304 -1.462 -0.993
C -4.635 -1.292 -1.531
H -5.277 -0.786 -0.810
H -4.613 -0.724 -2.462
H -5.034 -2.286 -1.733
C -2.611 -0.320 -0.415
C -3.033 -0.080 1.034
H -2.899 -0.997 1.609
H -4.089 0.195 1.055
C -2.217 1.053 1.671
N -2.252 2.211 0.791
H -1.718 2.972 1.195
C -1.986 2.114 -0.634
C -2.819 0.961 -1.216
H -2.541 0.806 -2.260
H -3.869 1.250 -1.172
C -2.486 3.433 -1.246
H -3.504 3.627 -0.921
H -2.463 3.385 -2.331
H -1.860 4.261 -0.922
C -0.497 1.965 -1.005
H -0.366 2.122 -2.074
H 0.092 2.712 -0.476
H -0.101 0.984 -0.759
C -2.914 1.488 2.970
H -3.055 0.636 3.628
H -2.317 2.234 3.490
H -3.882 1.924 2.742
C -0.803 0.569 2.039
H -0.275 0.142 1.192
H -0.865 -0.193 2.812
H -0.212 1.400 2.421
H -1.546 -0.565 -0.437
H 0.042 -2.819 -1.869
H 2.563 -3.705 -0.394
H 2.447 -3.248 1.339
H 4.683 -3.305 0.551
H 7.005 -2.543 0.515
H 7.553 -0.194 -0.036
H 4.247 2.752 -0.063
H 4.362 2.330 -1.795
```

energy above the lowest of the compared OMol25 structures with the same formula, charge and spin = 93.9 kcal per mole
E_tot = -1322.10156 Eh
SMILES string = COc1cccc(OCc2cc(C(=O)N(C)C3CC(C)(C)NC(C)(C)C3)no2)c1
E_LUMO = 0.020 Ha
E_HOMO = -8.60 eV

---

No. 3
C5H13NO in the gas phase at a distorted geometry. Source: OMol25; level of theory: ωB97M-V/def2-TZVPD.

```
20
C5H13NO (ωB97M-V/def2-TZVPD)
C -1.505 -1.076 0.292
O -2.705 -0.869 -0.418
C -0.592 0.077 -0.278
C 0.758 -0.109 0.457
C 1.936 0.162 -0.497
C 3.231 0.414 0.244
N -1.135 1.382 0.156
H -1.555 -0.972 1.392
H -1.210 -2.181 -0.027
H -3.422 -1.393 -0.050
H -0.393 0.020 -1.388
H 0.878 0.639 1.250
H 0.785 -1.098 0.883
H 1.974 -0.628 -1.246
H 1.602 1.072 -1.007
H 4.153 0.535 -0.351
H 3.369 -0.369 1.009
H 3.092 1.273 0.900
H -0.641 2.019 -0.474
H -2.104 1.486 -0.138
```

energy above the lowest of the compared OMol25 structures with the same formula, charge and spin = 32.8 kcal per mole
E_tot = -328.26650 Eh
SMILES string = CCC[C@H](N)CO
E_LUMO = 0.033 Ha
E_HOMO = -9.51 eV

---

No. 4
C22H24IN3PPd as an isolated structure at a distorted geometry. Source: OMol25; level of theory: ωB97M-V/def2-TZVPD.

```
52
C22H24IN3PPd (ωB97M-V/def2-TZVPD)
Pd -0.550 -1.220 -1.338
N -1.020 0.472 -3.003
C -1.858 1.424 -2.396
C -3.050 1.850 -2.994
C -3.805 2.841 -2.387
C -3.379 3.434 -1.206
C -2.217 2.995 -0.576
C -1.484 1.962 -1.145
P -0.133 1.127 -0.237
C -0.983 -0.223 0.684
C -2.382 -0.406 0.739
C -2.909 -1.420 1.522
C -2.069 -2.274 2.232
C -0.686 -2.098 2.198
C -0.141 -1.090 1.426
C 0.535 2.300 0.968
C 0.279 2.178 2.338
C 0.755 3.153 3.197
C 1.537 4.201 2.717
C 1.803 4.314 1.355
C 1.321 3.356 0.483
H -0.069 0.826 -3.164
H -1.408 0.116 -3.884
H -3.352 1.438 -3.946
H -4.722 3.171 -2.852
H -3.960 4.219 -0.749
H -1.905 3.429 0.362
H -3.048 0.265 0.206
H -3.980 -1.546 1.586
H -2.489 -3.080 2.814
H -0.047 -2.737 2.788
H 0.929 -0.900 1.433
H -0.319 1.365 2.722
H 0.517 3.096 4.250
H 1.961 4.916 3.407
H 2.406 5.128 0.981
H 1.557 3.419 -0.570
I -2.955 -2.579 -2.190
C -1.004 -3.369 -1.923
H -0.513 -3.595 -2.861
H -0.986 -4.148 -1.171
C 4.825 -3.391 -1.166
N 3.736 -3.138 -0.264
C 3.868 -3.563 1.106
C 2.633 -2.616 -0.680
N 1.628 -2.154 -1.034
H 5.721 -2.853 -0.840
H 4.578 -3.090 -2.182
H 5.081 -4.454 -1.156
H 4.828 -3.226 1.505
H 3.861 -4.656 1.174
H 3.062 -3.168 1.722
```

energy above the lowest of the compared OMol25 structures with the same formula, charge and spin = 56.2 kcal per mole
E_tot = -1782.80096 Eh
charge = +3
E_LUMO (alpha / beta) = -0.470 / -0.470 Ha
E_HOMO (alpha / beta) = -17.19 / -17.19 eV